Entry 1:
The following is a DFT calculation (wB97M-V/def2-TZVPD) of an isolated molecule of C13H10Cl2N2O.

Positions of all 28 atoms, in Å:
H  -0.16797  2.12978  -5.86313
H  1.06510  1.07335  2.38553
C  -0.88599  -0.23070  -3.53488
H  1.55257  0.99577  4.79258
H  -1.36848  -1.19310  -3.45607
C  0.08094  -0.82619  2.36588
H  -0.35262  -2.81432  5.06898
C  1.02718  0.17424  4.32921
C  0.05569  0.08763  0.04271
H  -0.84160  -2.74119  2.66573
N  -0.23195  -0.85153  0.99985
H  -0.72776  -1.68416  0.71362
H  0.72694  2.09270  -1.67051
C  0.33769  2.22741  -3.77564
C  0.63356  -0.91231  5.09110
Cl  1.10230  3.76305  -3.92459
N  -0.41613  -0.30464  -1.20167
C  0.29235  1.61850  -2.53381
C  0.75684  0.22626  2.97362
H  0.84884  -0.94408  6.14827
H  -0.89220  -1.19330  -1.26564
C  -0.82282  0.40540  -4.76037
C  -0.31519  -1.91973  3.13353
C  -0.32544  0.37660  -2.40961
Cl  -1.52059  -0.35890  -6.14093
O  0.64154  1.12330  0.24439
C  -0.21303  1.64061  -4.90464
C  -0.03977  -1.96045  4.48650

Forces on the atoms, in the same order (eV/Å):
H 0.0 0.0 -0.1
H 0.0 0.0 0.0
C 0.0 0.1 0.0
H 0.0 0.1 0.0
H -0.1 -0.1 0.0
C 0.1 0.1 0.3
H 0.0 -0.1 0.0
C -0.1 -0.1 0.1
C -0.2 -0.3 -0.2
H -0.1 -0.1 0.0
N -0.2 -0.4 0.0
H 0.1 0.2 0.0
H 0.0 0.0 0.0
C -0.3 -0.5 -0.1
C 0.0 0.0 0.1
Cl 0.1 0.2 0.0
N -0.2 -0.4 0.1
C 0.1 0.1 0.1
C 0.1 0.2 -0.1
H 0.0 0.0 0.1
H 0.1 0.2 0.1
C 0.2 0.2 0.3
C 0.0 0.0 -0.1
C 0.1 0.3 -0.4
Cl -0.1 -0.1 -0.2
O 0.2 0.3 0.1
C 0.0 0.0 0.0
C 0.0 0.0 0.0

Values from the calculation:
SMILES: O=C(Nc1ccccc1)Nc1cc(Cl)cc(Cl)c1
Frontier orbital gap (eV): 8.83
Charge: 0
HOMO energy (eV): -8.501

Atom-resolved charges from natural (NBO), all expressed in e:
1. H 0.241
2. H 0.256
3. C -0.279
4. H 0.216
5. H 0.218
6. C 0.239
7. H 0.215
8. C -0.183
9. C 0.798
10. H 0.201
11. N -0.629
12. H 0.387
13. H 0.266
14. C -0.005
15. C -0.236
16. Cl 0.022
17. N -0.607
18. C -0.247
19. C -0.277
20. H 0.214
21. H 0.389
22. C -0.007
23. C -0.278
24. C 0.176
25. Cl 0.018
26. O -0.625
27. C -0.291
28. C -0.191

***

Entry 2:
The following is a DFT calculation (wB97M-V/def2-TZVPD) of a structure of composition C31H23BrClFeN4O5S.

Positions of all 67 atoms, in Å:
C  1.49346  -1.24996  1.63172
C  -4.20366  -0.41800  1.86106
H  -4.52048  -1.45075  1.94164
H  2.44901  -5.06299  -0.71520
C  2.66537  -4.59614  -1.66572
H  0.95796  -3.30036  -1.53541
C  -3.37979  2.23873  1.70533
S  -1.05374  -2.02938  -2.60887
C  4.44559  0.25344  -4.42858
C  -1.90399  -1.17483  1.46087
C  1.32526  -4.00346  1.94051
C  5.47725  -0.63902  -4.18305
N  1.47105  0.11098  1.43531
O  -1.19179  1.57974  1.23227
C  3.77544  -4.99160  -2.39534
C  1.81205  -3.59996  -2.12292
H  4.90121  -4.66176  -4.19692
H  6.21300  -0.82718  -4.95440
C  0.21264  -3.29980  1.46831
O  3.31253  0.65450  -0.07836
H  3.41308  -2.89323  -5.02114
C  3.49723  0.50960  -3.44616
H  4.54274  -1.61382  3.07634
H  1.83539  -1.44537  -4.62460
H  -2.16502  -2.14536  1.88119
N  -0.05410  -0.17985  -4.18237
O  -2.62460  0.46977  -1.38859
C  3.20109  -3.37707  -4.07382
H  0.74174  0.42859  -4.30953
N  -0.71105  -0.99782  1.02382
C  -2.42693  1.22569  1.47072
C  0.30634  -1.93387  1.33692
C  2.65114  0.18266  -1.07924
C  2.59102  -1.94955  2.13815
Fe  0.07735  0.65532  0.21225
C  5.57032  -1.27780  -2.95579
H  2.59335  1.83141  1.48572
H  4.60933  0.77468  2.47555
Br  0.83982  2.79909  -0.49973
C  -4.68918  1.92838  1.97781
H  4.42652  -5.77266  -2.02505
H  -3.04690  3.26599  1.65149
H  -5.41371  2.71496  2.14297
C  2.48224  -3.33638  2.28728
H  -0.70057  -3.82138  1.20833
H  4.37524  0.77051  -5.37958
C  4.03962  -4.37193  -3.60857
H  4.70249  -1.47589  -1.00273
O  2.48654  1.41576  -3.65372
H  2.78034  2.07681  -4.29137
H  6.37498  -1.97270  -2.75765
C  0.14588  -1.37418  -3.57136
C  -2.86618  -0.11833  1.55544
O  1.43010  -0.02843  -1.16568
N  1.32389  -1.93996  -3.90882
C  3.73117  -1.14954  2.52837
C  -5.10302  0.59484  2.05329
C  3.57662  -0.13042  -2.21350
C  2.68691  0.75719  1.39654
C  4.63045  -1.00797  -1.97672
H  1.27182  -5.07969  2.03896
C  -1.52163  0.31558  -1.22340
Cl  -6.76704  0.23355  2.40754
H  3.32985  -3.89060  2.67423
H  -0.91937  0.27631  -3.94360
C  2.08306  -2.98417  -3.33815
C  3.76495  0.14923  2.21959

Forces on the atoms, in the same order (eV/Å):
C -0.2 -0.1 -0.1
C 0.0 0.0 0.0
H 0.0 0.0 0.0
H 0.0 0.0 0.1
C 0.0 0.0 0.0
H 0.0 0.0 0.0
C -0.1 0.0 0.0
S 0.1 -0.4 0.0
C 0.0 0.0 0.0
C 0.0 0.1 0.1
C -0.1 -0.1 -0.1
C 0.0 0.0 0.0
N 0.0 0.3 0.2
O 0.0 -0.1 -0.2
C 0.0 0.0 0.0
C 0.0 0.1 0.1
H 0.0 0.0 0.0
H 0.0 0.0 0.0
C 0.0 0.0 0.0
O -0.1 -0.1 -0.2
H 0.0 0.0 0.0
C 0.0 0.1 0.1
H 0.0 0.0 0.0
H 0.0 0.0 0.0
H 0.0 0.0 0.1
N -0.1 0.1 0.0
O 0.0 0.0 -0.4
C -0.1 -0.1 0.0
H 0.1 0.1 0.1
N 0.0 -0.4 -0.4
C 0.1 -0.1 0.2
C 0.2 0.2 0.1
C 0.1 0.2 0.0
C -0.1 0.0 0.0
Fe -0.1 -0.5 0.3
C 0.0 0.0 0.0
H 0.0 0.1 -0.1
H 0.0 0.0 0.0
Br 0.0 0.3 -0.1
C 0.0 0.1 0.0
H 0.0 0.0 0.0
H 0.0 0.0 0.0
H 0.0 0.0 0.0
C 0.1 0.0 0.0
H 0.0 0.0 0.0
H 0.0 0.0 0.0
C 0.0 0.0 0.0
H 0.0 0.0 0.0
O 0.0 -0.1 -0.1
H 0.0 0.0 0.0
H 0.0 0.0 0.0
C -0.2 0.0 0.0
C 0.0 0.1 -0.2
O -0.1 -0.1 0.2
N 0.2 0.1 0.1
C 0.0 0.0 0.0
C 0.0 -0.1 0.0
C 0.1 0.0 0.0
C 0.0 -0.1 0.0
C -0.1 0.0 0.0
H 0.0 0.0 0.0
C 0.1 0.7 0.4
Cl 0.0 0.0 0.0
H 0.0 0.0 0.0
H 0.0 0.0 0.0
C 0.0 -0.2 -0.1
C 0.1 0.1 0.0

Values from the calculation:
2S+1: 2
Frontier orbital gap (alpha / beta) (eV): 7.30 / 7.35
<S²>: 0.813
Charge: 0
HOMO energy (alpha / beta) (eV): -7.788 / -7.940
Energy above the lowest of the compared OMol25 structures with the same formula, charge and spin (kcal per mole): 3.75

Atom-resolved charges from natural (NBO), all expressed in e:
1. C 0.247
2. C -0.158
3. H 0.224
4. H 0.218
5. C -0.191
6. H 0.251
7. C -0.212
8. S -0.232
9. C -0.313
10. C 0.209
11. C -0.264
12. C -0.181
13. N -0.585
14. O -0.656
15. C -0.238
16. C -0.264
17. H 0.213
18. H 0.220
19. C -0.212
20. O -0.523
21. H 0.209
22. C 0.378
23. H 0.218
24. H 0.394
25. H 0.194
26. N -0.800
27. O -0.469
28. C -0.265
29. H 0.409
30. N -0.456
31. C 0.381
32. C 0.062
33. C 0.855
34. C -0.166
35. Fe 1.038
36. C -0.233
37. H 0.233
38. H 0.221
39. Br -0.509
40. C -0.189
41. H 0.215
42. H 0.230
43. H 0.229
44. C -0.116
45. H 0.222
46. H 0.214
47. C -0.188
48. H 0.232
49. O -0.691
50. H 0.491
51. H 0.223
52. C 0.335
53. C -0.248
54. O -0.634
55. N -0.602
56. C -0.162
57. C -0.088
58. C -0.220
59. C 0.204
60. C -0.132
61. H 0.218
62. C 0.578
63. Cl -0.006
64. H 0.205
65. H 0.406
66. C 0.234
67. C -0.210

***

The calculated total energy results, record by record, are as follows: -1606.57487, -6486.53193 a.u..